The molecule C21H16O8 at a distorted geometry. Source: OMol25; level of theory: the ωB97M-V functional and the def2-TZVPD basis.

Last column: natural (NBO) charge in e.
Atoms and positions in Å:
O  3.140  -3.332  -2.273  -0.63
C  3.536  -3.501  -1.141  0.82
O  3.686  -4.711  -0.556  -0.66
C  3.702  -2.225  -0.288  -0.51
C  2.392  -1.718  0.359  -0.42
C  1.301  -1.303  -0.651  0.49
O  0.766  -2.449  -1.348  -0.75
O  1.898  -0.476  -1.645  -0.48
C  1.126  0.675  -1.658  0.37
C  1.397  1.718  -2.497  -0.39
C  0.661  2.985  -2.427  0.53
O  0.973  3.948  -3.121  -0.61
C  -0.515  3.056  -1.500  -0.18
C  -1.370  4.195  -1.412  0.38
O  -1.070  5.294  -2.201  -0.68
C  -2.504  4.164  -0.621  -0.34
C  -2.896  3.022  0.013  0.35
O  -4.151  3.069  0.576  -0.67
C  -2.132  1.860  -0.054  -0.32
C  -0.885  1.888  -0.727  -0.01
C  0.044  0.717  -0.728  -0.04
C  0.169  -0.496  -0.078  0.03
C  -0.595  -0.847  1.125  -0.06
C  -0.656  0.107  2.137  -0.18
C  -1.377  -0.244  3.278  -0.26
C  -2.038  -1.452  3.383  0.31
O  -2.788  -1.749  4.487  -0.66
C  -1.993  -2.372  2.326  -0.29
C  -1.208  -2.088  1.218  -0.18
H  3.495  -5.347  -1.269  0.50
H  4.472  -2.396  0.461  0.23
H  4.108  -1.441  -0.881  0.25
H  1.944  -2.510  0.961  0.23
H  2.594  -0.890  1.004  0.23
H  1.373  -2.604  -2.122  0.52
H  2.180  1.611  -3.236  0.24
H  -0.324  5.041  -2.790  0.51
H  -3.076  5.073  -0.573  0.24
H  -4.498  2.146  0.754  0.49
H  -2.487  0.916  0.383  0.22
H  -0.177  1.061  1.998  0.24
H  -1.541  0.411  4.110  0.23
H  -3.090  -2.651  4.415  0.48
H  -2.463  -3.332  2.360  0.21
H  -1.123  -2.824  0.453  0.24

Energy above the lowest of the compared OMol25 structures with the same formula, charge and spin, kJ/mol: 37.7
Maximum force, eV/A: 3.35
Kohn-Sham gap, eV: 7.42
Spin multiplicity: 1
Molecular weight, g/mol: 396.35

---

A structure of composition C8H17MnP2 at a distorted geometry. Source: OMol25; level of theory: the ωB97M-V functional and the def2-TZVPD basis.

Last column: Mulliken spin population.
Atoms and positions in Å:
C  -0.752  -0.509  -3.125  -0.04
C  -1.559  0.507  -2.503  0.02
C  -0.685  1.463  -1.880  -0.01
C  0.692  1.040  -2.138  0.03
C  0.654  -0.162  -2.895  0.01
Mn  -0.359  -0.560  -0.976  3.90
P  -0.419  -2.882  -0.623  -0.04
H  -1.105  -1.343  -3.724  -0.01
H  -2.643  0.588  -2.539  0.01
H  -0.991  2.375  -1.380  0.01
H  1.516  -0.690  -3.292  0.00
H  1.588  1.591  -1.868  0.02
H  0.723  -3.613  -1.023  0.01
H  -1.508  -3.595  -1.167  -0.01
H  -0.527  -3.322  0.721  -0.01
C  0.186  1.106  3.302  0.03
P  -0.304  0.566  1.656  0.06
C  0.601  2.130  0.976  0.00
C  0.417  -1.161  2.149  0.03
H  -0.001  2.170  3.484  0.00
H  1.267  0.916  3.415  0.00
H  -0.348  0.521  4.054  0.00
H  1.146  2.704  1.733  0.00
H  1.225  2.077  0.077  0.00
H  -0.244  2.789  0.689  0.00
H  0.833  -1.198  3.169  0.00
H  -0.499  -1.795  2.224  0.00
H  1.094  -1.714  1.483  -0.01

Energy above the lowest of the compared OMol25 structures with the same formula, charge and spin, kJ/mol: 37.4
Maximum force, eV/A: 1.92
Kohn-Sham gap (alpha / beta), eV: 6.86 / 6.39
Spin multiplicity: 5
Molecular weight, g/mol: 230.11

---

The molecule C7H13NO at a distorted geometry. Source: OMol25; level of theory: the ωB97M-V functional and the def2-TZVPD basis.

Last column: natural (NBO) charge in e.
Atoms and positions in Å:
C  1.071  1.538  -0.652  -0.61
C  -0.293  0.918  -0.493  -0.05
C  -1.366  1.911  -0.105  -0.61
C  -0.648  -0.150  -1.509  -0.42
C  -0.591  -0.571  -0.068  -0.22
C  0.457  -1.498  0.455  -0.16
N  -0.206  -2.645  1.074  -0.84
C  1.256  -0.711  1.522  0.44
O  1.066  -0.767  2.738  -0.52
H  1.824  0.812  -0.974  0.21
H  1.400  1.986  0.292  0.21
H  1.039  2.340  -1.397  0.22
H  -0.947  2.737  0.479  0.21
H  -2.150  1.452  0.507  0.22
H  -1.850  2.322  -0.996  0.21
H  -1.621  -0.105  -1.987  0.21
H  0.133  -0.497  -2.180  0.21
H  -1.537  -0.711  0.452  0.24
H  1.155  -1.837  -0.317  0.18
H  0.460  -3.180  1.628  0.38
H  -0.786  -3.159  0.417  0.37
H  2.132  -0.184  1.115  0.11

Energy above the lowest of the compared OMol25 structures with the same formula, charge and spin, kJ/mol: 176.3
Maximum force, eV/A: 2.56
Kohn-Sham gap, eV: 10.02
Spin multiplicity: 1
Molecular weight, g/mol: 127.19

---

A cluster of 2 separate species, C9H23NO4P3 in total. Source: OMol25; level of theory: the ωB97M-V functional and the def2-TZVPD basis.

Last column: natural (NBO) charge in e.
Atoms and positions in Å:
C  -1.429  -4.368  0.024  -0.60
C  -0.233  -3.464  -0.316  -0.72
P  0.351  -2.553  1.179  0.33
C  -0.900  -1.197  1.368  -0.70
C  -1.379  -0.997  2.818  -0.61
P  2.470  -1.730  0.767  0.44
O  1.886  0.082  0.828  -0.75
C  1.585  0.633  -0.256  0.59
N  1.310  1.160  -1.249  -0.59
P  3.204  -3.870  0.787  0.99
O  4.834  -3.579  0.825  -1.00
O  3.075  -4.226  2.398  -0.99
H  -1.108  -5.175  0.691  0.20
H  -1.882  -4.790  -0.881  0.19
H  -2.201  -3.810  0.568  0.20
H  -0.505  -2.796  -1.146  0.21
H  0.604  -4.080  -0.666  0.23
H  -0.542  -0.255  0.947  0.23
H  -1.757  -1.500  0.751  0.21
H  -1.202  -1.911  3.399  0.21
H  -0.847  -0.179  3.310  0.20
H  -2.457  -0.802  2.853  0.19
H  2.626  -1.611  2.197  -0.10
H  3.835  -1.212  0.549  -0.19
H  2.252  -1.752  -0.672  -0.14
H  5.000  -2.771  0.314  0.49
H  2.250  -4.718  2.512  0.49
C  -1.206  5.713  -2.186  -0.43
C  -0.572  4.327  -2.305  -0.43
C  -1.251  3.580  -1.169  -0.07
O  -2.561  4.159  -1.036  -0.54
C  -2.636  5.362  -1.792  -0.06
H  -1.154  6.302  -3.101  0.21
H  -0.723  6.279  -1.386  0.20
H  -0.829  3.873  -3.264  0.20
H  0.512  4.324  -2.209  0.23
H  -0.710  3.714  -0.228  0.17
H  -1.343  2.512  -1.357  0.21
H  -3.255  5.190  -2.682  0.15
H  -3.116  6.133  -1.185  0.17

Total charge: -1
Maximum force, eV/A: 0.95
Kohn-Sham gap, eV: 6.82
Spin multiplicity: 1
Molecular weight, g/mol: 302.21